No. 1
This record from the OMol25 dataset describes an isolated molecule of C6H10S at a distorted geometry. The level of theory is ωB97M-V with the def2-TZVPD basis set.

XYZ file:
```
17
Properties=species:S:1:pos:R:3:nbo_charge:R:1
S 2.552 -0.479 -0.168 -0.06
C 0.973 -0.027 0.616 -0.32
C 0.629 1.427 0.149 -0.44
C -0.929 1.249 -0.312 -0.37
C -0.984 -0.379 -0.632 -0.24
C -1.144 -1.713 -0.021 -0.36
C -0.267 -0.775 0.658 -0.28
H 2.173 -1.055 -1.449 0.12
H 1.431 -0.203 1.614 0.24
H 0.703 2.285 0.949 0.23
H 1.250 1.539 -0.731 0.23
H -1.621 1.428 0.588 0.20
H -1.297 1.931 -1.128 0.22
H -0.181 -0.300 -1.516 0.18
H -1.949 -2.102 0.518 0.23
H -0.629 -2.549 -0.564 0.23
H -0.709 -0.276 1.428 0.20
```

Properties
Relative energy (zero: lowest compared OMol25 entry of this formula, charge and spin) (eV): 5.129
Electronic energy (eV): -17214.494
SMILES: S[C@H]1CC[C@@H]2C[C@H]21
Lowest unoccupied orbital energy (eV): 0.901
Charge: 0

***

No. 2
This record from the OMol25 dataset describes an isolated molecule of C6H10S at a distorted geometry. The level of theory is ωB97M-V with the def2-TZVPD basis set.

XYZ file:
```
17
Properties=species:S:1:pos:R:3:nbo_charge:R:1
C 0.341 -1.360 -0.289 -0.44
C 2.798 -0.460 0.268 -0.96
C -2.319 -1.205 -0.270 -0.26
C -1.051 0.823 0.308 -0.43
C 0.257 1.524 -0.147 -0.61
C -1.013 -0.792 0.004 -0.43
S 1.440 0.000 -0.429 1.07
H 3.733 -0.010 0.127 0.23
H 2.624 -1.170 1.016 0.25
H -2.505 -2.276 -0.430 0.18
H -3.094 -0.762 0.371 0.17
H -1.311 0.810 1.434 0.22
H -1.780 1.300 -0.280 0.22
H 0.105 1.953 -1.137 0.21
H 0.612 2.441 0.311 0.24
H -0.570 -1.232 0.869 0.28
H 1.732 0.415 -1.726 0.04
```

Properties
Relative energy (zero: lowest compared OMol25 entry of this formula, charge and spin) (eV): 6.847
Electronic energy (eV): -17208.017
Lowest unoccupied orbital energy (alpha / beta) (eV): 0.508 / -0.797
Charge: 0
2S+1: 3

***

No. 3
This record from the OMol25 dataset describes a structure of composition C6H10S2 at a distorted geometry. The level of theory is ωB97M-V with the def2-TZVPD basis set.

XYZ file:
```
18
Properties=species:S:1:pos:R:3:nbo_charge:R:1
C -1.041 -0.471 -0.424 -0.40
C 0.048 -1.450 -0.051 -0.42
C 1.171 -0.595 0.440 -0.24
C 1.148 0.430 -0.729 -0.39
C -0.234 0.890 -0.113 -0.18
C 0.528 0.605 1.170 -0.41
H -3.406 -1.408 -0.536 0.16
H -1.045 -0.652 -1.542 0.23
H 0.289 -2.046 -0.807 0.21
H -0.428 -1.889 0.875 0.21
H 2.129 -1.268 0.636 0.23
H 2.081 1.115 -0.828 0.24
H 0.732 -0.145 -1.757 0.18
H 0.128 3.039 -0.076 0.13
H 0.156 0.364 2.219 0.22
H 1.503 1.450 1.269 0.20
S -2.629 -0.412 0.277 0.01
S -1.130 2.443 -0.022 0.03
```

Properties
Relative energy (zero: lowest compared OMol25 entry of this formula, charge and spin) (eV): 3.885
Electronic energy (eV): -28050.455
Lowest unoccupied orbital energy (eV): 0.557
Charge: 0

***

No. 4
This record from the OMol25 dataset describes a structure of composition C6H11AlF3InO3 at a distorted geometry. The level of theory is ωB97M-V with the def2-TZVPD basis set.

XYZ file:
```
25
Properties=species:S:1:pos:R:3:lowdin_charge:R:1
F 0.800 -3.732 -1.051 -0.07
C -0.010 -2.652 -1.673 -0.27
F -0.012 -2.763 -3.180 0.09
F -1.452 -2.680 -1.279 -0.08
C 0.595 -1.124 -1.361 -0.06
O -0.174 -0.211 -2.221 -0.14
C -0.378 1.107 -1.600 -0.13
C -1.389 1.115 -0.306 -0.03
C -0.694 1.638 1.086 -0.23
C -0.405 0.545 2.300 -0.12
O 0.773 0.869 3.163 -0.09
Al 1.961 1.497 1.790 0.54
O 0.502 2.493 1.037 -0.03
H 1.749 -1.193 -1.658 0.19
H 0.579 -0.861 -0.218 0.11
H 0.683 1.571 -1.399 0.15
H -0.876 1.799 -2.432 0.18
H -1.690 -0.025 -0.118 0.14
H -2.421 1.662 -0.535 0.17
H -1.503 2.362 1.523 0.24
H -0.223 -0.565 1.978 0.17
H -1.341 0.500 3.005 0.19
H 3.097 2.461 2.340 0.03
H 2.494 0.236 0.937 0.03
In -0.666 -4.050 -0.128 1.03
```

Properties
Electronic energy (eV): -32434.067
Lowest unoccupied orbital energy (eV): -13.418
Charge: +2

***

Please write out number 2 again, unchanged.
This record from the OMol25 dataset describes an isolated molecule of C6H10S at a distorted geometry. The level of theory is ωB97M-V with the def2-TZVPD basis set.

XYZ file:
```
17
Properties=species:S:1:pos:R:3:nbo_charge:R:1
C 0.341 -1.360 -0.289 -0.44
C 2.798 -0.460 0.268 -0.96
C -2.319 -1.205 -0.270 -0.26
C -1.051 0.823 0.308 -0.43
C 0.257 1.524 -0.147 -0.61
C -1.013 -0.792 0.004 -0.43
S 1.440 0.000 -0.429 1.07
H 3.733 -0.010 0.127 0.23
H 2.624 -1.170 1.016 0.25
H -2.505 -2.276 -0.430 0.18
H -3.094 -0.762 0.371 0.17
H -1.311 0.810 1.434 0.22
H -1.780 1.300 -0.280 0.22
H 0.105 1.953 -1.137 0.21
H 0.612 2.441 0.311 0.24
H -0.570 -1.232 0.869 0.28
H 1.732 0.415 -1.726 0.04
```

Properties
Relative energy (zero: lowest compared OMol25 entry of this formula, charge and spin) (eV): 6.847
Electronic energy (eV): -17208.017
Lowest unoccupied orbital energy (alpha / beta) (eV): 0.508 / -0.797
Charge: 0
2S+1: 3

***

- Which formula does entry 1 have?
  C6H10S

***

- charge of number 1 (C6H10S)?
  0